Formula: C6H14N2S
Source: OMol25
Level of theory: wB97M-V/def2-TZVPD

The charge is 0. The highest occupied orbital energy comes out at -7.155 eV. Its multiplicity is 1. The value obtained for the strongest force on any atom is 4.4 eV/Å. For the relative energy (zero: lowest compared OMol25 entry of this formula, charge and spin), the calculation gives 63.8 kcal per mole. Its frontier orbital gap is 8.037 eV.

Cartesian coordinates (Å):
1 C -1.4993 0.8710 -1.0952
2 C -0.7128 -0.9445 0.2317
3 C 0.9939 0.7996 0.0924
4 C -0.2116 -2.1678 -0.5136
5 C 2.0009 0.3868 -0.9260
6 C 1.5545 0.8816 1.5503
7 N -1.7745 -0.2037 -0.1631
8 N -2.5413 0.3627 0.8783
9 S -0.1668 1.9672 -0.3347
10 H -1.1303 0.6288 -2.0553
11 H -2.4079 1.4520 -1.2724
12 H -0.6387 -0.9439 1.2367
13 H 0.6170 -2.4403 -0.0321
14 H -0.1864 -1.8884 -1.5188
15 H -0.8748 -3.0199 -0.5069
16 H 2.6098 1.2064 -1.0389
17 H 1.6864 0.2213 -1.9639
18 H 2.7148 -0.3960 -0.6618
19 H 2.5129 1.5244 1.3395
20 H 1.7938 -0.1617 1.7533
21 H 0.7666 1.2813 2.1450
22 H -3.1017 -0.3788 1.3021
23 H -2.0045 0.9620 1.5534

Forces on atoms 1 to 2 (eV/Å):
C -0.5391 0.4092 0.6158
C 2.1758 0.2288 -2.2352

---

Formula: C20H26F6FeO10
Source: OMol25
Level of theory: wB97M-V/def2-TZVPD

The charge is -2. The highest occupied orbital energy (alpha / beta) comes out at -0.929 / -0.902 eV. Its multiplicity is 5. The value obtained for the strongest force on any atom is 4.9 eV/Å. For the relative energy (zero: lowest compared OMol25 entry of this formula, charge and spin), the calculation gives 45.3 kcal per mole. Its frontier orbital gap (alpha / beta) is 4.877 / 4.850 eV.

Cartesian coordinates (Å):
1 Fe -0.1379 0.0886 -0.1824
2 C 1.1342 -1.8729 -2.4800
3 O 1.9249 -2.4126 -1.3426
4 O 0.2118 -1.0578 -1.8552
5 C 1.9746 -1.2164 -3.6137
6 F 2.9352 -0.3549 -3.3028
7 F 2.5230 -2.1390 -4.3441
8 F 1.2271 -0.4835 -4.4278
9 C 2.7050 -3.6222 -1.5584
10 C 3.1493 -4.1500 -0.1968
11 H 3.9089 -4.9250 -0.2998
12 H 3.6051 -3.2971 0.3062
13 H 2.3100 -4.5931 0.3391
14 H 3.5581 -3.4344 -2.2104
15 H 2.2349 -4.5077 -1.9861
16 H 0.5677 -2.7013 -2.9054
17 C -3.6293 -0.6285 -0.0724
18 O -4.1430 -0.2359 -1.3682
19 O -2.1789 -0.4593 -0.1563
20 C -4.3583 0.0071 1.2081
21 F -3.6031 -0.2258 2.2778
22 F -4.4769 1.3165 1.0908
23 F -5.6164 -0.5744 1.3569
24 C -5.5242 -0.4505 -1.6519
25 C -5.6930 0.0515 -3.0758
26 H -6.7186 -0.1878 -3.3569
27 H -5.6644 1.1410 -3.0570
28 H -5.0271 -0.4039 -3.8087
29 H -6.2392 0.1236 -1.0625
30 H -5.8195 -1.4982 -1.5960
31 H -3.8164 -1.7007 -0.0147
32 C -0.3118 4.0104 1.9021
33 C -0.3251 2.9572 1.0429
34 C -0.4921 3.1340 -0.4253
35 O -0.5673 2.1765 -1.2878
36 C -0.7541 4.3647 -0.9132
37 C -0.6190 5.5090 -0.1273
38 C -0.3694 5.3396 1.3612
39 O -0.2322 6.4507 1.9324
40 O -0.7099 6.6988 -0.5459
41 O -0.3488 1.7768 1.5924
42 H -0.3109 3.8573 2.9712
43 H -0.9048 4.5108 -1.9726
44 C 1.8072 -2.2117 3.2639
45 C 0.5665 -1.5217 2.7073
46 O 0.3804 -1.2582 1.4915
47 C -0.4346 -1.2182 3.7518
48 H 1.5859 -3.0745 3.8921
49 H 2.4842 -1.5723 3.8304
50 H 2.3905 -2.5629 2.4126
51 H -1.1107 -0.3872 3.5510
52 H 0.0544 -1.1080 4.7198
53 H -1.0454 -2.1201 3.7125
54 C 4.2507 -0.1017 0.8931
55 C 3.1496 0.8854 0.4074
56 O 1.9383 0.5923 0.2076
57 C 3.6237 2.3303 0.1113
58 H 4.0272 -1.1358 0.6307
59 H 4.5209 -0.0156 1.9456
60 H 5.1053 0.0085 0.2255
61 H 4.2012 2.2710 -0.8113
62 H 4.2091 2.6824 0.9607
63 H 2.9174 3.1364 -0.0874

Forces on atoms 1 to 2 (eV/Å):
Fe -1.7570 0.8537 -0.6755
C -2.4152 1.6273 3.6909

---

Formula: C33H35GeN7OS2SeTi
Source: OMol25
Level of theory: wB97M-V/def2-TZVPD

The charge is -2. The highest occupied orbital energy (alpha / beta) comes out at 0.624 / -0.286 eV. Its multiplicity is 3. The value obtained for the strongest force on any atom is 5.6 eV/Å. For the relative energy (zero: lowest compared OMol25 entry of this formula, charge and spin), the calculation gives 12.4 kcal per mole. Its frontier orbital gap (alpha / beta) is 3.419 / 4.328 eV.

Cartesian coordinates (Å):
1 Ti 1.5619 -0.9060 0.8510
2 N 8.0529 -0.6107 -0.8556
3 C 7.5386 -0.8671 0.3956
4 O 8.2566 -1.2181 1.3295
5 C 6.0156 -0.7359 0.4923
6 C 5.2451 -0.4110 -0.5822
7 C 3.9070 -0.2114 -0.3526
8 N 3.4429 -0.3846 0.9180
9 C 4.1566 -0.7079 2.0118
10 C 5.5054 -0.8732 1.8089
11 H 9.0277 -0.4668 -0.8723
12 H 7.5190 -0.1071 -1.5471
13 H 5.6385 -0.1838 -1.5728
14 H 3.1720 0.0971 -1.1169
15 H 3.5975 -0.7430 2.9791
16 H 6.1855 -1.0447 2.6871
17 C -2.7274 -0.6634 3.8320
18 N -2.0409 -0.5231 2.5806
19 C -1.2956 0.4684 2.0403
20 N -0.9142 1.5756 2.7000
21 S 0.9356 -1.3891 2.7945
22 H -2.0140 -1.0987 4.5847
23 H -3.5559 -1.3637 3.7512
24 H -3.0965 0.2955 4.2953
25 H -2.0110 -1.3648 1.9845
26 H -0.2976 2.2807 2.2920
27 H -1.1637 1.6632 3.7120
28 C -1.7833 5.3109 1.9901
29 N -0.4239 5.2014 1.4585
30 C 0.2487 6.2483 0.7247
31 C 1.5701 5.9382 0.6716
32 N 1.7484 4.6796 1.3105
33 C 3.0588 4.2294 1.7347
34 C 0.5214 4.3160 1.8534
35 Se 0.2958 1.2168 -0.0694
36 H -2.1586 6.3350 1.8273
37 H -1.7458 5.1352 3.0671
38 H -2.4654 4.5896 1.5173
39 H -0.2680 7.1443 0.3385
40 H 2.4178 6.4534 0.2695
41 H 3.5919 5.0063 2.2933
42 H 3.6670 4.0150 0.8412
43 H 2.9189 3.3535 2.3725
44 C -0.8489 0.1413 0.6985
45 Ge -1.6393 -1.1947 -0.7124
46 C -1.3648 -0.1140 -2.4296
47 C -2.4714 0.5854 -3.0198
48 C -2.2819 1.3191 -4.1876
49 C -1.0348 1.4266 -4.7867
50 C 0.0349 0.7372 -4.2878
51 C -0.1135 0.0162 -3.0894
52 C -3.6467 -1.2507 -0.7536
53 C -4.4390 -2.3607 -1.1261
54 C -5.7809 -2.3808 -0.7641
55 C -6.3707 -1.2950 -0.1288
56 C -5.6406 -0.1593 0.1475
57 C -4.2885 -0.1276 -0.1908
58 C -1.3943 -3.1412 -1.1202
59 C -0.6353 -3.5761 -2.2255
60 C -0.4748 -4.9023 -2.5322
61 C -1.2279 -5.8773 -1.8538
62 C -1.9557 -5.4739 -0.7492
63 C -2.0248 -4.1346 -0.3542
64 H -3.4705 0.5138 -2.6088
65 H -3.1309 1.7944 -4.5976
66 H -0.9845 1.9998 -5.7216
67 H 1.0839 0.7687 -4.7076
68 H 0.7302 -0.5020 -2.6622
69 H -3.9697 -3.1307 -1.6747
70 H -6.4069 -3.2648 -0.9121
71 H -7.3989 -1.3709 0.1617
72 H -6.1106 0.6906 0.6293
73 H -3.7401 0.7857 -0.1182
74 H -0.0873 -2.8801 -2.8169
75 H 0.1755 -5.1862 -3.3946
76 H -1.2078 -6.9531 -2.1503
77 H -2.5863 -6.2068 -0.2174
78 H -2.7337 -3.8622 0.4638
79 S 2.4216 -4.9905 0.5500
80 C 1.8380 -3.5841 0.1267
81 N 1.3419 -2.5387 -0.2254

Forces on atoms 1 to 2 (eV/Å):
Ti -2.6317 2.1856 -0.1569
N -0.1762 -0.0605 -0.5922

---

Formula: C5H8O
Source: OMol25
Level of theory: wB97M-V/def2-TZVPD

The charge is 0. The highest occupied orbital energy comes out at -9.218 eV. Its multiplicity is 1. The value obtained for the strongest force on any atom is 5.9 eV/Å. For the relative energy (zero: lowest compared OMol25 entry of this formula, charge and spin), the calculation gives 68.2 kcal per mole. Its frontier orbital gap is 10.103 eV.

Cartesian coordinates (Å):
1 C -1.7193 -0.4512 0.0250
2 C -0.3345 0.0050 0.5072
3 C 0.3372 1.1093 -0.3235
4 C 1.6755 0.3919 -0.4096
5 O 2.7840 0.7380 -0.7456
6 C 1.3387 -0.8774 0.1290
7 H -1.7062 -0.7397 -1.0334
8 H -2.1021 -1.2993 0.6030
9 H -2.4474 0.3695 0.1299
10 H -0.3679 0.2453 1.5688
11 H 0.3958 2.0924 0.1528
12 H -0.1032 1.2353 -1.3185
13 H 1.8511 -1.3623 0.9475
14 H 0.3983 -1.4570 -0.2326

Forces on atoms 1 to 2 (eV/Å):
C 0.6051 -0.4919 -0.0258
C 1.0510 0.8856 0.6108

---

Across the entries above, electronic energy takes the values -744.55218, -3392.97055, -7861.16866, -270.44914 hartree, respectively.